(1)
C12H30N2O4 | ωB97M-V with the def2-TZVPD basis set

The geometry in XYZ format:
```
48
Properties=species:S:1:pos:R:3:nbo_charge:R:1
O 0.7641 5.2954 2.3317 -0.5593
O 1.9364 -3.8638 -2.0284 -0.5325
O -1.1859 1.7977 0.0539 -0.5602
O -0.6052 -4.6076 -1.5157 -0.5335
N 0.7775 2.4345 2.3316 -0.6300
N -2.0631 -1.6143 -0.1684 -0.6440
C 0.1618 5.6646 3.5522 -0.2470
C 0.5320 1.1525 1.6897 -0.2410
C 0.9923 -3.3774 -2.9550 -0.0970
C -1.1634 3.1797 -0.2366 -0.2445
C 0.0749 1.1702 0.2354 -0.0906
C 2.3066 -5.2066 -2.2636 -0.2540
C -2.0916 -3.0654 -0.2922 -0.2625
C -0.6949 -3.7038 -0.4147 -0.0785
C 1.9649 4.5463 2.4792 -0.0653
C 1.8380 3.2301 1.7452 -0.2398
C -0.4404 -3.9522 -2.7533 -0.1007
C -2.5396 -0.8692 -1.3201 -0.4193
H -2.0466 3.4059 -0.8337 0.1860
H 0.0522 -2.9145 -0.5173 0.1831
H -1.1781 3.8032 0.6623 0.1685
H 0.9974 -2.2932 -2.8446 0.1857
H 1.3301 -3.6149 -3.9718 0.1657
H -0.0750 2.9811 2.3474 0.3593
H -1.8346 -0.9626 -2.1522 0.1773
H -0.4435 -4.3026 0.4596 0.1890
H -2.5814 0.1828 -1.0446 0.2282
H 0.8155 1.6489 -0.4168 0.1586
H -1.1598 -3.1299 -2.8384 0.1661
H -2.6446 -3.5168 0.5331 0.1960
H -0.2717 3.4502 -0.8121 0.1659
H -2.5203 -1.2942 0.6722 0.3645
H -0.6823 -4.6838 -3.5235 0.1866
H 0.8209 6.3035 4.1509 0.1665
H -0.2233 0.6209 2.2725 0.2008
H -2.6548 -3.3549 -1.1871 0.1861
H 3.1253 -5.4406 -1.5870 0.1915
H -0.1044 4.7916 4.1588 0.1696
H 2.7836 2.6853 1.8355 0.1936
H 2.7970 5.1257 2.0693 0.1785
H -3.5202 -1.1993 -1.6926 0.1620
H -0.0535 0.1350 -0.0897 0.2089
H 1.4718 -5.8910 -2.0986 0.1831
H -0.7408 6.2222 3.3089 0.1919
H 2.1575 4.3583 3.5399 0.1756
H 1.6950 3.4471 0.6762 0.1647
H 2.6739 -5.3312 -3.2919 0.1573
H 1.4505 0.5571 1.7443 0.1892
```

Summary:
Energy above the lowest of the compared OMol25 structures with the same formula, charge and spin, kJ/mol: 1.0
SMILES: CNCCOCCOC.COCCNCCOC
Orbital gap, eV: 9.45
Electronic energy, Ha: -885.57525
HOMO energy, eV: -8.52


(2)
C7H7NO2 | ωB97M-V with the def2-TZVPD basis set

The geometry in XYZ format:
```
17
Properties=species:S:1:pos:R:3:nbo_charge:R:1
O -2.0775 1.2541 0.3873 -0.6138
O -1.0405 -0.7742 -0.0661 -0.5062
N -3.2662 -0.5741 -0.2967 -0.8597
C 1.1035 -1.3665 0.1896 -0.2330
C -2.0652 0.1093 0.1116 0.8888
C 2.0411 1.2571 -0.1510 -0.1150
C 0.6238 1.0510 -0.1418 -0.2606
C 0.2555 -0.1941 -0.0582 0.3167
C 2.5196 -0.9859 0.0858 -0.1556
C 2.9399 0.2697 -0.0709 -0.3076
H 3.3141 -1.7166 0.0257 0.2022
H 2.3425 2.4760 -0.2412 0.2091
H 0.9619 -2.3414 0.2820 0.2172
H -4.1354 0.3720 -0.0089 0.4195
H 3.9445 0.3076 0.2579 0.2245
H 0.1732 1.7401 -0.3369 0.1900
H -3.3026 -1.5012 -0.2620 0.3836
```

Summary:
Energy above the lowest of the compared OMol25 structures with the same formula, charge and spin, kJ/mol: 467.1
Orbital gap, eV: 9.85
Electronic energy, Ha: -476.00498
HOMO energy, eV: -9.08


(3)
C34H47BeN2PSb | ωB97M-V with the def2-TZVPD basis set

The geometry in XYZ format:
```
86
Properties=species:S:1:pos:R:3:lowdin_charge:R:1
Sb -1.1058 1.4815 1.2124 1.5841
P 0.2690 -0.6064 -1.5795 1.0854
N 0.5179 -0.4071 3.3018 -0.0033
N -0.2166 -2.0635 1.2982 0.0197
C 0.0719 0.2703 -3.1768 -0.3931
C 4.0593 -1.7244 -2.7290 -0.0563
C 1.2015 3.4198 0.7648 -0.1361
C -1.1934 0.7464 -5.1771 -0.0698
C -2.0690 1.8159 4.1840 -0.1421
C -0.3354 1.7907 -5.4834 -0.0758
C 2.8156 -0.8637 -0.3188 -0.1749
C -2.3764 2.1501 -0.4145 -0.5233
C -0.8468 4.5084 1.8178 -0.1270
C 2.6950 -1.3882 -2.6943 -0.1093
C 2.0625 -1.0167 -1.5285 -0.3039
C -3.6805 0.5842 2.6954 -0.1413
C -3.0964 0.9624 -1.0490 -0.1510
C -1.6142 2.9350 -1.4788 -0.1259
C 0.4461 -3.1359 2.0877 -0.1793
C -1.9404 -4.6049 -2.4236 -0.0693
C 3.1489 0.0056 1.8760 -0.1419
C 0.0217 3.2586 1.7264 -0.5536
C 0.0549 -3.2739 -2.6594 -0.0619
C 5.0623 -0.8002 0.6955 -0.0333
C 4.2163 -1.1155 -0.3973 -0.1624
C 0.9203 1.3367 -3.4824 -0.1188
C -2.6277 1.6890 2.7672 -0.5605
C -2.5349 -3.5813 -1.7012 -0.0699
C -1.8301 -2.4088 -1.4598 -0.1415
C 1.1046 -1.5972 3.9783 -0.1889
C 0.3465 -2.8512 3.5777 -0.1665
C -0.5270 -2.2343 -1.9344 -0.3896
C 0.7203 2.0872 -4.6296 -0.0722
C -0.9957 -0.0069 -4.0261 -0.0913
C -0.6455 -4.4461 -2.9016 -0.0600
C 2.2390 -0.3777 0.9086 -0.1538
C 4.8004 -1.6015 -1.5906 -0.0223
C 4.5460 -0.1869 1.7932 -0.0723
Be 0.5666 -0.4677 1.4611 -0.0176
H -3.6552 0.3643 -0.3283 0.0531
H -0.2278 5.3717 2.0760 0.0865
H 5.1872 0.1288 2.6070 0.1070
H -2.2890 3.1746 -2.3052 0.0913
H -1.2236 2.5035 4.2512 0.0613
H -4.4478 0.7412 3.4584 0.0852
H -3.2432 -0.4036 2.8780 0.0651
H -2.3092 -1.6017 -0.9163 0.0757
H 0.9768 0.4316 3.6446 0.1020
H -1.6189 4.4199 2.5837 0.0646
H -0.4843 2.3691 -6.3857 0.1071
H 6.1221 -1.0104 0.6161 0.1160
H 0.8621 3.6322 -0.2505 0.0623
H 2.8015 0.4804 2.7875 0.0787
H -1.6727 -0.8222 -3.7994 0.1018
H -0.1770 -5.2382 -3.4716 0.1110
H -1.2118 3.8736 -1.1025 0.0555
H -0.4501 -0.3204 3.6017 0.0652
H -0.7070 -2.7677 3.8720 0.1211
H -1.2077 -2.0479 1.5298 0.1114
H -0.0034 -4.1015 1.8538 0.1270
H -1.7643 0.8486 4.5932 0.0601
H -1.3363 4.7328 0.8698 0.0652
H 2.1425 -1.3941 -3.6251 0.1066
H 0.4185 3.0373 2.7231 0.0713
H 5.8595 -1.8308 -1.5909 0.1176
H -4.1854 0.5561 1.7309 0.0540
H -0.1892 -2.3334 0.3161 0.0542
H 4.5132 -2.0470 -3.6570 0.1108
H -2.3805 0.3109 -1.5547 0.0173
H -0.7890 2.3487 -1.8947 0.0465
H 1.4931 -3.1634 1.7815 0.1287
H 0.7581 -3.6976 4.1280 0.1267
H -3.8036 1.3178 -1.8031 0.0929
H 1.7472 1.5749 -2.8236 0.1123
H 1.8323 4.2549 1.0797 0.0848
H -3.1027 2.7980 0.0825 0.0882
H -3.1021 2.6376 2.5057 0.0771
H 1.8233 2.5223 0.7288 0.0524
H -2.4841 -5.5202 -2.6179 0.1097
H 1.0670 -3.1776 -3.0331 0.0927
H -2.0184 0.5094 -5.8368 0.1081
H -3.5447 -3.6945 -1.3273 0.1084
H 1.0880 -1.4665 5.0611 0.1262
H 1.3894 2.9059 -4.8617 0.1089
H 2.1417 -1.6807 3.6587 0.1131
H -2.8451 2.1913 4.8556 0.0882
```

Summary:
Charge: +1
Energy above the lowest of the compared OMol25 structures with the same formula, charge and spin, kJ/mol: 51.2
Orbital gap, eV: 8.06
Electronic energy, Ha: -2029.51015
HOMO energy, eV: -10.20


(4)
FH2NOS2 | ωB97M-V with the def2-TZVPD basis set

The geometry in XYZ format:
```
7
Properties=species:S:1:pos:R:3:nbo_charge:R:1
S -0.2069 0.1231 -1.0325 0.1488
S 0.1199 -1.6530 0.3249 1.0465
F -0.0733 1.7821 0.7868 -0.2670
O -0.6019 -2.7435 -0.1468 -0.9196
N 0.6786 1.2964 -0.2726 -0.3949
H -0.6896 -0.8410 1.2836 0.0163
H 0.7732 2.0359 -0.9433 0.3700
```

Summary:
Energy above the lowest of the compared OMol25 structures with the same formula, charge and spin, kJ/mol: 25.3
Orbital gap, eV: 9.11
Electronic energy, Ha: -1027.28155
HOMO energy, eV: -9.25


(5)
C50H50AsBrF9IOP2Si2Zr | ωB97M-V with the def2-TZVPD basis set

The geometry in XYZ format:
```
118
Properties=species:S:1:pos:R:3:lowdin_charge:R:1
I 1.3301 2.0528 1.4557 1.2291
Zr -1.1637 0.7568 0.3427 0.8917
Br -1.4271 -1.7027 -1.0519 0.9529
As -1.4525 1.3418 -2.0851 0.7438
P -0.4068 -1.4277 2.0397 1.1047
P 1.4870 -0.1684 -1.0850 0.9373
Si -3.1406 0.5530 -3.6628 0.3671
Si -1.9244 3.7013 -2.0747 0.3276
F -2.7740 2.1230 0.7195 -0.2591
F -5.4794 2.5185 1.2800 0.1859
F -1.5466 -6.4792 2.4916 0.1737
F -0.4848 -4.2216 3.4001 0.1428
F -2.4805 -4.4205 -1.6238 0.1118
F -5.8198 0.3876 1.1217 0.1821
F -3.1369 -0.0467 0.6236 -0.2892
F -2.5535 -6.6216 -0.0193 0.1830
F -4.4001 1.1478 2.5815 0.0819
O -1.4810 1.2736 2.7997 -0.3041
C -1.3400 -1.6341 6.0813 -0.0443
C 3.1421 -4.0628 -0.5200 -0.0378
C 3.7390 3.6266 1.0025 -0.1543
C -3.8365 1.2219 0.2128 -0.0939
C -2.6121 -1.3953 3.6387 -0.1248
C 3.2695 0.4681 -1.0758 -0.2734
C -1.2170 -1.4846 3.6848 -0.3609
C -4.9071 1.3285 1.3000 -0.6153
C 1.9472 -1.8271 -0.4575 -0.3679
C 1.4698 0.9962 -4.9733 -0.0644
C -1.5097 -3.1873 0.1213 -0.4784
C -0.5852 -1.6110 4.9157 -0.0696
C -3.3608 -1.4238 4.8030 -0.0490
C 4.3037 -3.2405 2.7603 -0.0315
C 3.1836 2.4871 0.4981 -0.5103
C -2.6115 1.5701 -5.1651 -0.2128
C 5.9356 1.2131 -1.6182 -0.0003
C -1.2214 2.2747 3.8286 -0.2679
C -2.0318 -4.3654 -0.3756 -0.2345
C -1.8112 3.6220 3.4699 -0.0546
C 2.0565 -0.9773 3.3666 -0.1375
C -4.8965 0.8019 -3.0466 -0.1911
C 1.2991 -0.2470 -2.9080 -0.4578
C 1.4098 -1.7337 2.2586 -0.3856
C 1.9586 -3.0296 1.7378 -0.1930
C 2.3729 -2.9349 -1.0891 -0.0674
C -0.7519 4.3590 -3.4042 -0.2116
C 3.1367 -3.8921 2.0749 -0.2287
C 0.8116 -1.3386 -3.6152 -0.1457
C -2.7213 -1.5354 6.0308 -0.0475
C -1.5604 -5.4091 1.7236 -0.1173
C -3.7092 4.2030 -2.4055 -0.1940
C 2.2687 -1.7880 0.9893 -0.2325
C -1.0213 -3.0606 1.4153 -0.2983
C 3.8074 1.6233 -0.4328 -0.1896
C 1.5966 0.9336 -3.5983 -0.1391
C 3.5281 -4.4463 0.7132 -0.0113
C 5.7360 3.1768 -0.2106 -0.0025
C -1.0384 -4.2146 2.1954 -0.2044
C -2.8500 -1.2682 -4.0713 -0.2273
C 0.6927 -1.2755 -4.9997 -0.0713
C 4.0916 -0.2642 -1.9061 -0.0736
C -1.4163 4.4794 -0.4159 -0.2302
C 4.3350 -2.1244 3.4906 -0.0705
C 3.2943 -1.1556 3.8385 -0.0606
C 5.0403 3.9915 0.6290 -0.0464
C 5.1569 2.0049 -0.7515 -0.1423
C 5.4198 0.0810 -2.1722 -0.0267
C -2.0698 -5.4880 0.4349 -0.1187
C 1.0325 -0.1189 -5.6802 -0.0590
H 3.6104 -0.4510 4.6005 0.1132
H 1.7143 1.9125 -5.4949 0.1170
H -3.7805 5.2925 -2.4203 0.0473
H 3.5298 -4.6939 -1.3140 0.1089
H -0.5263 4.0162 0.0143 -0.0418
H 5.2954 -1.8786 3.9303 0.1096
H -4.0594 3.8329 -3.3707 0.0188
H 3.1949 4.2434 1.7056 0.0932
H -3.1247 -1.3374 2.6824 0.0989
H -1.3489 4.0228 2.5669 0.0554
H -4.3819 3.8325 -1.6301 0.0276
H 3.2637 -1.3853 1.1699 0.1618
H 4.1841 -5.3108 0.7569 0.1222
H -2.8883 3.5481 3.3146 0.0855
H 0.2730 4.4075 -3.0307 0.0298
H 6.0120 -0.5411 -2.8292 0.1219
H -3.0405 1.1866 -6.0914 0.0439
H -0.1396 2.3368 3.9380 0.0651
H -1.6295 1.9004 4.7678 0.1327
H -0.8368 -1.7412 7.0331 0.1186
H -5.1093 1.8453 -2.8173 0.0120
H -3.3016 -1.5616 6.9433 0.1181
H 1.9471 1.8013 -3.0504 0.1090
H 3.6943 -1.1369 -2.4012 0.1043
H 1.4709 -0.1597 3.7716 0.0745
H -1.1805 5.5345 -0.5735 0.0479
H 5.2283 -3.7994 2.6569 0.1214
H 2.2650 -3.0021 -2.1656 0.0945
H -1.6396 4.3236 4.2865 0.0960
H 0.3321 -2.1377 -5.5461 0.1193
H -5.6016 0.4683 -3.8122 0.0488
H 0.5296 -2.2499 -3.1044 0.0742
H 5.4760 4.8954 1.0304 0.1224
H -2.2276 4.4458 0.3100 0.0182
H -2.8943 2.6201 -5.0646 0.0196
H -0.7601 3.6962 -4.2723 0.0057
H -1.7857 -1.5021 -4.1109 -0.0150
H -5.0736 0.2155 -2.1458 0.0196
H -1.5227 1.5188 -5.2391 0.0067
H 6.7567 3.4140 -0.4815 0.1287
H -2.3795 0.9614 2.9823 0.0492
H -1.0421 5.3590 -3.7299 0.0435
H 1.2129 -3.6281 1.2323 0.1277
H -4.4399 -1.3632 4.7497 0.1193
H 2.8353 -4.7378 2.7067 0.1638
H -3.2705 -1.4780 -5.0575 0.0485
H 0.9573 -0.0824 -6.7589 0.1176
H 0.4848 -1.7338 4.9837 0.0986
H 6.9492 1.5254 -1.8345 0.1286
H -3.3336 -1.9420 -3.3626 0.0122
```

Summary:
Charge: +2
Energy above the lowest of the compared OMol25 structures with the same formula, charge and spin, kJ/mol: 470.1
Orbital gap (alpha / beta), eV: 6.11 / 6.11
Electronic energy, Ha: -9324.97235
HOMO energy (alpha / beta), eV: -12.42 / -12.42


(6)
C4H10O2 | ωB97M-V with the def2-TZVPD basis set

The geometry in XYZ format:
```
16
Properties=species:S:1:pos:R:3:nbo_charge:R:1
O -0.5422 0.2942 -0.3613 -0.5338
O -1.6092 -1.5671 1.1085 -0.7864
C -0.5280 -0.7939 1.7207 -0.1784
C 0.8427 0.4376 -0.7926 -0.0628
C 0.8217 0.5471 -2.2874 -0.6407
C -0.5002 0.5824 1.1871 -0.3592
H 0.3867 -0.3564 -2.7222 0.2059
H 1.8265 0.6998 -2.6867 0.2240
H 0.1944 1.4040 -2.5489 0.2220
H -1.4802 1.0509 1.2972 0.1489
H -1.4641 -2.5057 1.2848 0.4682
H 1.1798 1.3493 -0.2945 0.2340
H 0.4065 -1.3543 1.5290 0.1464
H -0.6494 -0.7010 2.8049 0.1937
H 1.4343 -0.3889 -0.3822 0.1852
H -0.9465 -0.6124 -0.4455 0.5332
```

Summary:
Energy above the lowest of the compared OMol25 structures with the same formula, charge and spin, kJ/mol: 432.4
Orbital gap, eV: 7.84
Electronic energy, Ha: -308.73346
HOMO energy, eV: -7.15